(1)
{
  "formula": "C3H16NO3S",
  "method": "ωB97M-V/def2-TZVPD",
  "relative_energy_kcal_mol": 31.2,
  "total_charge": 1,
  "symbols": ["H", "O", "H", "H", "H", "H", "H", "C", "C", "H", "N", "C", "H", "S", "H", "H", "H", "O", "H", "H", "O", "H", "H", "H"],
  "coordinates": [[2.1419, -3.7555, -4.1127], [-0.5606, 3.0987, 3.5270], [-2.0824, 0.4791, -1.6677], [2.0865, -4.6259, -2.8942], [0.5294, -3.8884, 0.0548], [0.8487, -0.4838, 0.8154], [2.6380, 2.0370, 0.2466], [0.1808, 1.9357, 0.5745], [-0.3036, 0.7748, -0.3294], [-0.4801, -3.7864, -1.1106], [-0.1155, -0.5289, 0.4725], [-1.7584, 0.8862, -0.6931], [0.2527, 1.5726, 1.5938], [1.6102, 2.8598, -0.0314], [-0.4232, 3.0136, 4.4710], [-2.5007, 0.3488, -0.1008], [-0.5954, 2.6799, 0.4900], [1.6909, -3.8281, -3.2632], [-0.9290, 3.9664, 3.3492], [-2.0343, 1.9165, -0.9162], [0.2342, -3.3227, -0.6654], [0.3580, 0.5510, -1.1654], [-0.1713, -1.4046, -0.0048], [-0.6169, -0.4959, 1.3601]],
  "atomic_forces_ev_per_a": [[-0.14, 0.14, -0.04], [0.08, -0.47, -0.51], [1.06, -0.40, -0.03], [-0.10, 0.04, 0.13], [-0.07, -0.20, -0.09], [0.19, -0.19, -0.26], [-0.26, -0.14, 0.10], [0.08, -0.59, -1.05], [0.03, -1.21, 0.36], [0.04, -0.17, -0.13], [1.44, 1.83, 1.59], [-1.38, -0.13, -2.13], [0.10, 0.47, 0.34], [0.22, 0.06, 0.01], [-0.07, 0.28, 0.20], [0.32, 0.58, 0.93], [-0.20, 0.26, 0.52], [0.25, -0.17, -0.16], [0.00, 0.14, 0.29], [-0.08, 0.17, 0.85], [-0.07, 0.66, 0.45], [-0.15, 0.67, -0.26], [-0.57, -1.33, -0.86], [-0.70, -0.30, -0.28]],
  "mulliken_charge": [0.310, -0.598, 0.371, 0.314, 0.326, 0.366, 0.136, -0.885, 0.565, 0.327, -0.385, -1.455, 0.392, -0.149, 0.299, 0.389, 0.264, -0.610, 0.307, 0.377, -0.709, 0.413, 0.261, 0.374]
}

***

(2)
{
  "formula": "C23H64ClO13",
  "method": "ωB97M-V/def2-TZVPD",
  "total_charge": -1,
  "symbols": ["H", "H", "H", "C", "H", "H", "H", "H", "C", "C", "O", "H", "C", "C", "C", "H", "H", "H", "C", "H", "H", "H", "H", "H", "H", "H", "C", "H", "H", "H", "O", "H", "H", "H", "C", "H", "H", "O", "C", "H", "O", "O", "H", "C", "H", "C", "H", "O", "H", "H", "O", "H", "H", "C", "H", "C", "O", "H", "H", "H", "H", "H", "H", "O", "H", "O", "H", "H", "O", "C", "H", "H", "H", "H", "H", "Cl", "C", "H", "H", "C", "H", "H", "C", "H", "C", "H", "H", "H", "O", "C", "H", "H", "O", "C", "C", "H", "H", "H", "C", "H", "H"],
  "coordinates": [[3.6817, 7.3718, 1.1830], [5.1652, 7.4259, -0.8602], [2.6023, 7.8878, -1.0146], [3.4170, -1.3000, -9.1218], [1.0570, -3.1976, 7.9641], [-1.1133, 4.8868, 6.0423], [3.0726, -0.6053, -7.1033], [2.4131, 6.2888, -1.6236], [0.9940, -3.8101, 7.0646], [2.4244, -4.2720, 6.6427], [4.7666, 5.4292, -1.2648], [3.7843, -0.4684, -9.7231], [4.5102, -2.3014, -8.6319], [-7.0160, 1.3991, -0.6942], [-8.4437, 1.7780, -1.1297], [7.6528, 0.5056, 4.5130], [-2.4071, -7.4413, -0.8829], [-1.2550, -9.4438, 0.3559], [-1.3819, 2.7981, 6.7236], [-9.0231, 2.1902, -0.3036], [-0.1386, 4.4571, 7.4800], [-4.7774, 5.1244, -5.2567], [3.1430, -3.4728, 6.4614], [-0.5416, 2.4095, 6.1482], [-5.3057, 5.8685, -7.6103], [3.5402, -4.9984, 8.4818], [-4.1302, 4.8513, -6.0902], [5.0434, -3.7926, 0.5998], [-4.0412, 6.8269, -6.8312], [4.9960, -1.7163, -7.8511], [-0.5091, 0.9165, 0.0011], [4.0673, -3.1868, -8.1758], [-4.7236, 3.0328, -5.6562], [-3.6653, 5.6900, -8.1204], [2.9327, -5.3183, 7.6353], [0.3201, -4.6113, 7.3679], [3.5523, 7.4142, -2.4766], [6.8827, -3.9578, 1.3646], [6.0581, -3.7636, 0.2029], [-2.0111, 4.7673, -6.4627], [2.7440, -1.9901, -10.1084], [6.9063, -0.0733, 4.3420], [5.2245, -2.6072, -9.3964], [-2.6626, 2.5599, 5.9298], [-2.8471, -10.0215, 0.8719], [5.8355, 0.6019, 3.7069], [3.5687, -6.0309, 7.1102], [-1.3782, 2.2552, 8.0002], [1.8078, -1.6195, -7.6344], [-2.5204, 5.6407, -4.9662], [-4.2497, -8.0046, -0.1029], [-6.4536, 2.3136, -0.5059], [-2.7559, -7.7495, 2.0740], [-4.2826, 5.8437, -7.2353], [6.2791, 1.2673, 2.9663], [-2.7114, 4.7959, -5.6279], [-6.4545, 0.6431, -1.7581], [-2.6281, 3.8901, -5.0273], [2.2110, -6.0297, 8.0368], [-2.4885, -9.9267, -0.8567], [3.4382, 5.6368, 0.9284], [-3.2829, -6.2660, 1.3024], [5.0419, 6.2180, 1.1753], [2.2327, -4.8773, 5.4168], [4.0053, 4.8480, -1.2006], [-4.6153, 3.5651, -6.4477], [5.2588, 1.0957, 4.4889], [0.5097, -3.1607, 6.3353], [-0.7845, -0.8534, -1.4944], [-2.3167, -9.4515, 0.1091], [1.7944, -0.0252, -8.2476], [-2.7015, 3.2289, 5.0701], [-2.5743, 1.5697, 5.4827], [6.8890, -3.1657, 1.9070], [-7.6434, -0.3452, 0.6230], [0.0293, -0.3089, -0.4691], [-2.6222, -7.1256, 1.1902], [-1.8407, 4.7922, 7.6058], [-4.5855, -7.1635, -0.4211], [2.4767, -0.8343, -7.9868], [1.6085, -4.3183, 4.9483], [-1.5805, -6.8120, 1.2594], [-1.0924, 4.3172, 6.9714], [6.2286, -2.7832, -0.2419], [4.0924, 6.4805, 0.7087], [-7.2541, 1.1319, 1.4757], [-6.0084, 0.1314, 0.7403], [-5.5508, 0.3916, -1.5538], [0.0767, -1.2226, 0.6008], [4.3449, 6.7144, -0.7652], [-3.5185, 2.7065, 6.5885], [-9.0918, 0.9746, -1.4798], [1.3442, -0.0801, -1.0073], [-7.0083, 0.5401, 0.5940], [3.1459, 7.0889, -1.5190], [-0.4751, 2.3054, 8.3219], [-8.5042, 2.4831, -1.9588], [3.3258, -2.1782, -10.8484], [-2.8436, -7.9429, -0.0192], [6.0646, -4.5915, -0.5062], [5.2500, -0.1351, 3.1572]],
  "atomic_forces_ev_per_a": [[0.02, 0.04, 0.19], [0.03, -0.13, -0.34], [0.08, 0.37, -0.23], [0.78, -0.81, 0.15], [0.10, 0.22, 0.19], [0.33, 0.01, -0.13], [0.01, 0.47, -0.12], [0.27, -0.23, -0.11], [0.91, 1.12, 1.18], [-1.90, -0.21, 1.39], [1.06, 0.46, -0.50], [0.93, 0.72, 1.08], [-0.32, 1.90, 0.93], [-1.22, -1.23, 0.22], [-0.45, 0.16, 0.03], [-0.25, 0.18, -0.12], [0.05, -0.27, -0.32], [0.02, -0.04, -0.13], [0.70, 2.75, -0.60], [0.27, 0.30, 0.20], [0.16, -0.07, -0.16], [0.06, 0.76, 0.13], [-0.03, 0.41, 0.76], [0.10, -0.15, -0.19], [-0.14, 0.04, 0.17], [-0.18, 0.61, -0.09], [-0.57, -0.10, -0.27], [-0.40, 0.33, -0.39], [-0.01, 0.12, -0.10], [0.73, -0.49, 0.19], [-0.71, 1.61, 0.40], [-0.21, 0.12, -0.11], [0.10, 0.02, 0.08], [0.34, -0.42, 0.28], [0.92, -1.04, -0.20], [0.28, -0.36, -0.52], [-0.82, 0.06, -0.36], [0.69, -0.66, -0.71], [-1.07, 0.40, 1.52], [0.05, -0.03, 0.12], [-2.71, -1.31, -1.48], [0.45, -1.01, 0.31], [-0.09, 0.21, -0.09], [0.85, -0.25, 0.34], [-0.16, 0.32, 0.07], [0.80, 0.00, -0.04], [0.41, 0.26, -0.38], [-0.58, -1.54, 0.96], [0.14, -0.46, -0.32], [0.31, 0.10, -0.14], [-1.13, -0.89, -1.08], [0.16, 0.08, -0.04], [-0.31, -0.04, 0.12], [-0.73, 0.09, 0.09], [-0.53, 0.47, 0.01], [0.18, -0.30, 0.67], [-0.15, 0.27, -0.38], [0.45, 0.00, 0.05], [-0.74, 0.55, -0.04], [0.17, -0.13, 0.05], [-0.29, 0.04, -0.37], [0.11, 0.02, -0.36], [0.04, 0.17, 0.15], [0.14, -1.26, -1.64], [-0.07, -0.12, 0.00], [-0.04, -0.31, -1.06], [-0.36, 0.29, -0.46], [0.06, -0.15, -0.29], [-1.20, -0.45, -1.31], [-0.43, 1.87, -0.55], [0.43, 0.23, -0.16], [-0.04, 0.25, 0.21], [-0.61, -0.21, 0.33], [-0.21, 0.09, -0.19], [-0.38, 0.19, -0.58], [0.86, 0.31, -0.94], [1.73, 0.12, 1.68], [-0.25, -0.35, 0.13], [0.03, 0.07, 0.01], [0.21, -0.65, -0.20], [0.04, -0.16, -0.38], [0.09, 0.38, -0.02], [-0.46, -0.15, -0.77], [0.11, -0.22, -0.36], [0.34, 0.42, 0.68], [0.02, 0.14, 0.01], [0.23, 0.22, 0.08], [0.15, 0.04, 0.16], [0.40, -1.54, 1.86], [0.01, -2.44, 1.55], [-0.16, -0.23, -0.25], [0.57, -0.69, 0.11], [0.63, 0.11, 0.03], [0.35, 0.25, 0.08], [-0.69, 1.33, -0.65], [-0.03, -0.07, 0.13], [0.49, 0.26, 0.10], [0.08, 0.07, 0.14], [-0.15, -1.42, 0.52], [0.89, 0.08, 0.14], [-0.13, 0.04, 0.27]],
  "mulliken_charge": [0.335, 0.284, 0.312, 0.485, 0.325, 0.340, 0.335, 0.343, -1.303, 0.542, -0.562, 0.217, -1.179, 0.608, -1.337, 0.295, 0.268, 0.351, 0.492, 0.355, 0.349, 0.220, 0.215, 0.212, 0.324, 0.339, 0.505, 0.240, 0.352, 0.318, -0.664, 0.294, 0.317, 0.347, -1.294, 0.320, 0.301, -0.518, -0.484, 0.291, -0.563, -0.520, 0.379, -1.213, 0.335, -0.421, 0.351, -0.553, 0.339, 0.331, -0.558, 0.172, 0.275, -1.307, 0.261, -1.123, -0.566, 0.326, 0.307, 0.309, 0.316, 0.339, 0.326, -0.549, 0.362, -0.582, 0.203, 0.425, -0.662, -1.237, 0.314, 0.338, 0.303, 0.301, 0.310, 1.625, -1.184, 0.313, 0.319, -1.248, 0.322, 0.343, -1.249, 0.221, -1.198, 0.334, 0.341, 0.332, -0.634, 0.346, 0.343, 0.347, -0.667, -1.215, -1.164, 0.325, 0.319, 0.307, 0.441, 0.239, 0.184]
}

***

no.,E (Eh),Kohn-Sham gap (eV),LUMO level (eV)
1,-802.3012,9.53,-3.07
2,-2352.6740,7.94,2.07